ORCA calculation (ωB97M-V/def2-TZVPD) on a molecular structure, C44H49F3N3O4PSTc at a distorted geometry.

LUMO energy (alpha / beta)   -8.4 / -8.3 eV
Total charge   +2
⟨S²⟩   0.7629
E   -3290.5678 Ha
Spin multiplicity   2

```
106
Properties=species:S:1:pos:R:3:forces:R:3
Tc -0.805 -0.448 -0.396 0.1 -2.2 0.4
O 1.228 1.275 0.089 1.2 0.1 0.8
N 2.609 1.540 0.025 -0.7 2.4 0.6
C 3.099 2.760 0.465 -1.3 -2.4 -0.4
C 4.236 3.181 -0.212 1.5 0.1 -1.1
C 5.015 4.338 0.004 -0.6 -0.4 0.3
C 6.044 4.629 -0.860 0.3 0.0 -0.3
C 6.339 3.807 -1.953 0.0 0.4 0.5
C 5.629 2.636 -2.169 -0.5 -0.5 0.2
C 4.597 2.321 -1.304 0.0 0.4 0.2
P 3.518 0.906 -1.270 -0.4 -1.9 -1.1
C 2.448 0.687 -2.706 0.6 0.4 0.6
C 1.916 1.823 -3.317 0.0 0.1 -0.2
C 1.070 1.675 -4.401 0.1 0.2 0.1
C 0.775 0.404 -4.876 0.1 0.0 0.1
C 1.308 -0.720 -4.265 0.1 0.0 -0.1
C 2.144 -0.589 -3.170 0.2 -0.2 0.2
C 4.256 -0.622 -0.656 0.1 0.7 -0.1
C 5.434 -1.067 -1.251 0.0 0.0 -0.1
C 6.082 -2.170 -0.726 0.1 0.0 -0.1
C 5.571 -2.806 0.395 -0.1 0.2 0.1
C 4.398 -2.355 0.986 0.1 0.1 0.0
C 3.731 -1.260 0.465 -0.2 0.1 0.1
H 0.800 1.660 -0.708 0.1 0.1 -0.3
H 2.611 3.251 1.285 -0.4 0.2 0.2
H 4.787 4.990 0.833 0.0 0.1 0.1
H 6.637 5.517 -0.700 0.0 0.1 0.0
H 7.134 4.083 -2.626 0.1 0.0 -0.1
H 5.865 1.994 -3.005 0.0 0.0 -0.1
H 2.179 2.811 -2.957 0.0 0.1 0.0
H 0.652 2.544 -4.887 0.0 0.1 0.0
H 0.138 0.292 -5.740 -0.1 0.0 -0.1
H 1.095 -1.701 -4.663 0.0 -0.1 0.0
H 2.563 -1.455 -2.678 -0.1 -0.1 0.0
H 5.840 -0.544 -2.105 0.1 0.0 -0.1
H 6.994 -2.525 -1.179 0.1 0.0 -0.1
H 6.090 -3.655 0.812 0.0 -0.1 0.0
H 4.006 -2.854 1.860 -0.1 0.0 0.0
H 2.810 -0.912 0.912 -0.1 -0.1 0.0
C -3.195 -6.457 -1.578 -0.2 0.0 -0.1
C -4.255 -5.446 -2.067 -0.1 -0.3 0.0
C -5.532 -5.654 -1.247 0.2 0.1 -0.1
C -4.569 -5.715 -3.543 0.0 0.1 0.2
C -3.634 -4.088 -1.834 0.2 0.4 0.0
C -2.727 -3.527 -2.741 -0.2 0.0 0.2
C -1.962 -2.437 -2.380 0.1 -0.2 -0.2
N -2.038 -1.874 -1.178 -0.5 0.3 0.2
C -2.998 -2.305 -0.336 0.0 -0.3 -0.4
C -3.807 -3.390 -0.637 0.1 0.1 -0.1
C -2.982 -1.622 0.956 -0.1 0.0 0.5
C -4.084 -1.434 1.767 0.2 0.0 0.0
C -3.966 -0.723 2.965 0.5 -0.1 -0.2
C -2.663 -0.386 3.349 -0.2 -0.1 0.0
C -1.611 -0.579 2.478 0.0 0.0 0.2
N -1.765 -1.114 1.265 -0.5 -0.3 0.4
C -5.181 -0.221 3.706 -0.2 0.2 0.0
C -5.532 1.114 3.014 -0.1 -0.1 0.1
C -4.900 0.049 5.187 0.0 -0.1 -0.2
C -6.372 -1.178 3.576 0.2 0.1 0.0
H -3.629 -7.453 -1.589 0.0 -0.2 0.0
H -2.875 -6.228 -0.562 0.0 0.0 0.1
H -2.323 -6.457 -2.227 0.2 0.0 -0.1
H -5.987 -6.600 -1.533 0.0 -0.1 0.0
H -6.254 -4.865 -1.441 -0.1 0.1 0.0
H -5.323 -5.702 -0.180 0.0 0.0 0.1
H -5.006 -6.706 -3.632 0.0 -0.1 0.0
H -3.678 -5.698 -4.164 0.1 0.0 -0.1
H -5.284 -4.990 -3.925 -0.1 0.1 -0.1
H -2.598 -3.953 -3.722 0.1 -0.1 -0.1
H -1.220 -2.024 -3.045 0.1 0.0 -0.1
H -4.526 -3.711 0.098 0.0 -0.1 0.1
H -5.046 -1.778 1.428 -0.1 -0.1 -0.1
H -2.478 0.070 4.306 0.1 0.1 0.1
H -0.607 -0.266 2.733 0.0 0.1 0.0
H -4.741 1.847 3.153 0.1 0.1 0.0
H -6.446 1.510 3.448 -0.1 0.1 0.1
H -5.689 0.980 1.946 0.0 0.0 -0.1
H -4.213 0.879 5.322 0.1 0.1 0.1
H -4.496 -0.833 5.677 0.0 -0.1 0.1
H -5.830 0.317 5.682 -0.1 0.0 0.1
H -6.787 -1.171 2.571 0.0 -0.1 -0.1
H -7.161 -0.862 4.252 -0.1 0.0 0.0
H -6.084 -2.193 3.840 0.0 -0.2 0.0
C 2.954 -4.463 -1.408 -0.2 0.0 0.1
C 1.460 -4.377 -1.085 -0.1 -0.4 0.0
C 0.652 -4.852 -2.303 0.2 -0.1 0.3
C 1.128 -5.260 0.128 0.1 -0.1 -0.3
C 1.031 -3.027 -0.760 -0.3 1.3 0.2
C 0.519 -1.939 -0.496 0.9 -0.2 -0.3
H 3.226 -5.498 -1.596 0.1 -0.2 -0.1
H 3.552 -4.095 -0.581 0.0 0.0 0.0
H 3.191 -3.883 -2.296 0.1 0.1 -0.2
H 0.970 -5.856 -2.572 0.0 -0.2 -0.1
H 0.819 -4.201 -3.156 0.0 0.1 -0.2
H -0.409 -4.864 -2.071 -0.1 0.0 0.0
H 1.349 -6.298 -0.105 0.0 -0.2 0.0
H 0.077 -5.171 0.386 -0.1 0.0 0.0
H 1.719 -4.961 0.987 0.1 0.0 0.2
F -1.017 1.960 1.060 0.0 0.3 0.3
C -1.561 2.821 0.163 -0.4 -0.6 0.2
F -2.661 3.312 0.705 0.2 0.2 -0.3
F -0.669 3.788 -0.036 0.0 0.1 -0.3
S -1.980 1.765 -1.329 -0.5 2.2 0.5
O -2.671 2.573 -2.252 -0.2 0.3 -0.5
O -2.689 0.712 -0.640 -0.5 -0.3 0.1
O -0.656 1.268 -1.759 1.0 0.1 -0.7
```
Forces are in eV/Å.

Löwdin population analysis, charges in e, atoms 1 to 6: 1.2035, -0.0654, -0.1641, 0.1195, -0.1856, 0.0427